Molecular formula: C21H23F3N2O4S
Method: DFT, ωB97M-V/def2-TZVPD

Properties
* multiplicity: 1
* HOMO-LUMO gap: 9.48 eV
* HOMO level: -9.0214 eV
* relative energy (zero: lowest compared OMol25 entry of this formula, charge and spin): 0.6242 eV
* SMILES: O=C1CCN(S(=O)(=O)c2ccccc2)CCN1CCOCc1ccc(C(F)(F)F)cc1
* total charge: 0

Atoms and positions in Å:
O1 -2.88798 -2.82657 1.43611
C1 -1.94960 -2.15938 1.05018
N1 -1.79191 -1.82157 -0.25625
C2 -0.66515 -1.06720 -0.76189
H1 -0.83528 -0.90137 -1.82730
C3 0.67576 -1.80635 -0.61556
N2 1.25657 -1.76738 0.70359
S1 1.96718 -0.28871 1.09092
O2 2.31675 -0.33862 2.47655
O3 1.15762 0.81458 0.63813
C4 3.44677 -0.37002 0.09313
C5 4.33030 -1.40620 0.32790
C6 5.48893 -1.48731 -0.42569
C7 5.74775 -0.53290 -1.39859
C8 4.85553 0.50371 -1.62075
C9 3.69329 0.58862 -0.86964
H2 2.98200 1.38706 -1.00815
H3 5.06430 1.24792 -2.37390
H4 6.65348 -0.59589 -1.98313
H5 6.19070 -2.28914 -0.25387
H6 4.09897 -2.12420 1.09795
C10 0.48536 -2.37052 1.76843
H7 1.10149 -2.27436 2.66359
C11 -0.86753 -1.69347 2.00915
H8 -0.73292 -0.61223 1.94278
H9 -1.21693 -1.94323 3.01205
H10 0.35046 -3.43206 1.53897
H11 1.40593 -1.34329 -1.28422
H12 0.55153 -2.85629 -0.90123
H13 -0.57791 -0.09090 -0.27560
C12 -2.88912 -2.07452 -1.16516
C13 -3.63545 -0.78217 -1.51133
O4 -4.24139 -0.28396 -0.33909
C14 -4.37396 1.12094 -0.28920
C15 -3.05033 1.80590 -0.03935
C16 -2.43640 1.67471 1.20229
C17 -1.21258 2.26743 1.45341
C18 -0.58273 2.98083 0.44336
C19 -1.17554 3.10723 -0.80489
C20 -2.40709 2.52204 -1.04051
H14 -2.87399 2.63535 -2.00868
H15 -0.67494 3.66274 -1.58360
C21 0.73067 3.66639 0.67641
F1 1.63509 3.40374 -0.28361
F2 0.58225 5.01595 0.65049
F3 1.30191 3.39063 1.84694
H16 -0.73658 2.17172 2.41655
H17 -2.93077 1.10093 1.97180
H18 -4.83399 1.49945 -1.21342
H19 -5.05390 1.30697 0.54639
H20 -4.40491 -0.99533 -2.26945
H21 -2.93523 -0.04527 -1.92560
H22 -3.57522 -2.74737 -0.64680
H23 -2.52127 -2.54706 -2.08065

Forces on the atoms, in the same order (eV/Å):
-0.260 -0.178 0.293
0.228 0.128 0.229
-0.133 -0.029 -0.318
0.367 0.015 0.132
-0.010 0.028 0.070
-0.214 0.297 -0.551
0.714 0.777 0.308
0.028 -0.479 -0.422
0.121 -0.195 0.210
0.486 -0.335 -0.163
-0.471 0.084 0.202
0.141 -0.108 0.038
-0.080 -0.031 0.105
-0.008 0.061 -0.045
0.029 -0.015 0.018
-0.138 0.129 0.010
-0.075 0.124 -0.067
0.008 0.064 -0.061
0.069 -0.009 -0.053
0.045 -0.070 0.028
0.054 -0.169 0.070
-0.074 0.085 0.547
-0.192 -0.213 0.022
-0.057 -0.228 0.095
-0.068 0.056 0.055
-0.047 0.043 -0.117
0.082 0.066 -0.005
-0.081 -0.121 -0.186
0.065 0.081 -0.020
-0.138 -0.068 -0.218
-0.466 0.223 0.034
0.111 -0.251 -0.112
0.047 -0.239 0.110
-0.043 0.101 0.021
-0.077 -0.097 -0.133
-0.010 0.069 -0.056
0.010 0.111 -0.112
-0.103 0.059 -0.050
0.151 0.018 0.202
-0.067 -0.014 0.085
-0.072 -0.017 -0.090
0.046 0.056 -0.074
0.190 0.574 0.005
0.053 -0.169 -0.243
-0.217 0.046 -0.038
-0.082 -0.261 0.229
0.046 -0.034 0.085
-0.061 -0.068 0.132
0.021 0.016 0.105
0.021 0.064 -0.137
0.119 0.053 0.045
-0.047 -0.035 -0.024
0.084 0.006 -0.202
-0.045 -0.002 0.013